99
Properties=species:S:1:pos:R:3:forces:R:3:mulliken_charge:R:1 method="wB97M-V/def2-TZVPD" e_tot_ha=-17836.963855 largest_force_ev_per_a=6.6
C -3.0015 -0.5035 4.9068 -0.2091 -0.1537 0.8594 -0.487
C -2.0341 0.1539 5.9025 0.3701 0.5399 -0.6572 -0.262
N -0.6739 -0.4100 5.8701 -1.5278 -0.2523 -0.2599 0.182
C -0.5357 -1.6157 6.6488 2.2508 -1.0623 -0.0777 -0.383
C 0.6345 -2.4416 6.0079 -1.1604 1.3329 -0.2913 -1.226
C -0.1793 -3.0860 4.9085 -0.0596 -1.1198 -0.7203 2.485
C 0.4891 -4.0405 3.9132 0.3109 0.3514 0.4023 -1.462
C 0.5592 -3.4038 2.5275 0.0759 -0.9023 -0.4937 -0.102
C -0.8139 -3.2624 1.8461 -0.0710 0.7597 1.1462 0.470
C -1.2191 -1.8276 1.4992 -0.8136 -0.9363 -0.9465 -0.656
N -0.3771 -1.2164 0.4571 0.1981 -0.5292 1.7423 -0.083
C 0.6902 -0.3979 0.8396 -1.4802 -0.0504 1.5462 0.629
C 0.8278 0.2342 2.2045 -0.6823 -0.3186 0.5430 -0.481
O 1.5077 -0.1429 0.0333 2.5299 0.6089 -2.4767 -0.586
C -1.3617 -3.5630 5.7251 3.9140 5.3354 -0.5427 -0.054
O -1.9374 -4.5385 5.7145 -3.7038 -5.4157 -0.1194 -0.539
O -1.6156 -2.5342 6.5825 -1.1258 0.5866 0.8131 -0.399
H -2.6572 -1.4816 4.5995 0.0906 -0.0997 -0.2365 -0.094
H -3.9378 -0.6788 5.4286 -0.2671 -0.0300 -0.1571 0.200
H -3.2081 0.1167 4.0426 0.1400 0.0742 -0.1920 0.341
H -1.9425 1.1850 5.5870 0.1206 0.2614 0.0430 -0.045
H -2.4497 0.2097 6.9098 -0.0764 -0.3506 0.1931 0.397
H 0.0235 0.2758 6.1236 -0.0676 -0.1491 0.2350 0.089
H -0.3328 -1.4584 7.7071 -0.3310 0.2613 0.2307 0.511
H 1.0252 -3.1608 6.7182 0.4342 -0.0519 -0.0492 0.405
H 1.3219 -1.7178 5.5869 0.6768 -0.2183 0.2371 0.413
H -0.6037 -2.3030 4.2836 -0.0454 0.4524 0.2177 -1.154
H 1.5064 -4.2149 4.2573 0.1657 -0.2186 0.0276 0.405
H 0.0057 -5.0121 3.8433 -0.2505 -0.0561 0.1598 0.377
H 1.1148 -2.4712 2.5826 -0.0495 0.2462 -0.0252 0.390
H 1.1546 -4.0731 1.9134 0.2916 0.0519 -0.1189 -0.038
H -0.9474 -3.9064 0.9818 0.2878 0.1016 0.0575 -0.704
H -1.5615 -3.5863 2.5759 -0.1969 -0.1934 -0.0722 0.461
H -1.3470 -1.2285 2.3891 0.3209 0.4124 0.0606 0.161
H -2.2179 -1.9266 1.0724 -0.1919 0.2492 -0.0062 0.349
H 0.0395 -1.9766 -0.0752 -0.1846 0.2547 -0.5434 0.132
H 0.3785 -0.3342 3.0129 -0.1236 -0.0103 0.1150 -0.322
H 0.3806 1.2243 2.2194 -0.1095 0.1360 -0.1356 0.357
H 1.8805 0.3421 2.4223 0.2645 0.0464 -0.1794 0.270
C -0.2793 -0.3569 -2.7787 0.1226 0.0775 -0.0725 0.724
Cl -0.8887 1.2000 -3.3487 0.3400 -0.6646 0.0191 -0.118
Cl -1.1906 -1.6905 -3.5062 -0.3489 0.4712 -0.1769 -0.118
Cl 1.4417 -0.5171 -3.1395 -0.0888 -0.0490 -0.1212 -0.042
H -0.4107 -0.3981 -1.7031 0.0270 -0.0205 -0.0480 -0.299
C 2.0900 -3.2322 -5.9896 0.0238 0.0567 0.0722 0.425
Cl 1.8957 -2.8948 -7.7136 -0.0224 -0.0049 0.0150 -0.144
Cl 1.7812 -4.9361 -5.6462 0.0326 -0.0377 -0.1441 -0.056
Cl 3.6959 -2.7618 -5.4404 -0.0552 -0.0514 0.0250 -0.104
H 1.3611 -2.6428 -5.4440 0.0062 0.0267 -0.0171 -0.114
C 3.0971 0.9706 -7.4319 -0.0504 -0.0571 0.1497 0.088
Cl 1.4934 0.8365 -6.7088 0.0239 -0.0005 -0.0467 -0.083
Cl 3.2905 2.5421 -8.2212 -0.0120 -0.0016 -0.0306 -0.146
Cl 4.3468 0.7174 -6.2171 0.0166 0.0808 -0.0357 -0.104
H 3.1950 0.1994 -8.1853 -0.0010 0.0141 -0.0008 0.252
C 0.4135 -5.3161 -1.6487 0.1240 0.1045 -0.0254 -0.020
Cl -1.2167 -5.3282 -0.9603 -0.0155 -0.1962 -0.3245 -0.168
Cl 0.7127 -3.8140 -2.5224 0.2024 -0.4710 0.4134 -0.016
Cl 1.6247 -5.5433 -0.3841 -0.0018 -0.0949 -0.0362 -0.130
H 0.4887 -6.1439 -2.3426 0.0064 0.0206 -0.0045 0.277
C 6.8046 3.6681 -8.4816 0.0584 -0.0011 0.1461 0.185
Cl 7.3122 2.0023 -8.2120 -0.0146 0.0109 -0.0519 -0.114
Cl 6.6099 4.5168 -6.9491 -0.0330 -0.0105 -0.0455 -0.117
Cl 7.9582 4.5126 -9.5217 -0.0175 -0.0086 -0.0605 -0.121
H 5.8465 3.6517 -8.9837 0.0147 -0.0040 -0.0094 0.157
C 2.1971 -8.4083 -7.0497 0.0826 -0.0485 -0.0176 0.090
Cl 3.9556 -8.3522 -6.9377 -0.0407 0.0348 -0.0061 -0.112
Cl 1.6666 -9.8874 -7.8508 -0.0147 0.0471 0.0053 -0.129
Cl 1.4660 -8.2701 -5.4475 -0.0446 -0.0528 0.0237 -0.112
H 1.8686 -7.5640 -7.6425 -0.0009 0.0064 0.0284 0.258
C -1.0859 3.9290 7.0771 -0.0288 0.1274 -0.0399 -0.015
Cl 0.0405 2.8144 6.2871 0.1651 0.2422 0.0308 -0.141
Cl -0.2700 5.4315 7.5028 0.0013 -0.0485 0.0344 -0.127
Cl -2.4801 4.2491 6.0460 0.1853 -0.1046 0.1441 -0.029
H -1.4381 3.4617 7.9876 0.0307 -0.0154 -0.0093 0.288
C 9.9227 7.7772 -10.8530 0.0222 0.1058 -0.0262 0.396
Cl 10.1894 8.8163 -9.4527 -0.0157 -0.0449 -0.0014 -0.118
Cl 8.5679 8.3651 -11.8191 0.0066 -0.0477 0.0247 -0.120
Cl 11.3860 7.6620 -11.8328 -0.0228 -0.0340 0.0150 -0.123
H 9.6773 6.7861 -10.4949 0.0025 0.0132 0.0052 -0.031
C -6.1129 5.6522 5.0749 -0.0136 0.0589 -0.0832 -0.063
Cl -5.0046 4.5368 4.2698 -0.2197 0.0372 -0.1377 -0.106
Cl -5.2853 7.1523 5.5008 -0.0107 -0.0473 -0.0075 -0.107
Cl -7.5175 5.9798 4.0562 0.0724 -0.0117 0.0316 -0.102
H -6.4591 5.1850 5.9876 0.0126 0.0044 -0.0105 0.367
C -2.4578 5.3859 -3.8780 0.1177 -0.0109 0.0287 -0.015
Cl -2.0477 3.7058 -3.5140 -0.3427 0.6728 -0.0499 -0.082
Cl -2.5801 6.3213 -2.3905 -0.0775 0.0095 -0.0404 -0.061
Cl -1.2698 6.0962 -4.9736 -0.0471 -0.0192 -0.0093 -0.127
H -3.4225 5.4014 -4.3678 0.0139 0.0007 -0.0035 0.289
C -5.2709 7.7943 0.9326 -0.0389 -0.0228 -0.1346 0.331
Cl -5.9194 9.3458 0.3969 0.0081 -0.0199 0.0458 -0.122
Cl -6.1462 6.4590 0.1801 0.0037 0.0051 0.0509 -0.125
Cl -3.5468 7.6815 0.5815 0.0266 0.0360 0.1171 -0.116
H -5.4043 7.7237 2.0039 -0.0026 -0.0085 0.0342 0.029
C -5.3496 -4.3837 5.2844 -0.0139 -0.0146 0.0283 0.407
Cl -5.5797 -3.0053 6.3640 0.0288 -0.0552 -0.0032 -0.138
Cl -6.5214 -5.6547 5.6408 0.0362 0.0149 -0.0160 -0.141
Cl -5.4719 -3.8767 3.5958 0.0553 0.0083 0.0026 -0.149
H -4.3544 -4.7806 5.4460 0.0107 0.0488 0.0286 0.017



43
Properties=species:S:1:pos:R:3:forces:R:3:mulliken_charge:R:1 method="wB97M-V/def2-TZVPD" e_above_lowest_ev=5.875 largest_force_ev_per_a=1.4 smiles="COc1ccc(/C(N)=N/OC(=O)c2cccc([N+](=O)[O-])c2C)cc1OC"
C -6.2779 -2.7702 -0.4375 -0.0336 -0.2506 -0.0187 -0.934
O -5.9940 -1.3995 -0.2973 0.2128 0.3729 0.0408 -0.413
C -4.6972 -1.0146 -0.1959 -0.0493 0.1489 -0.0096 1.082
C -3.6039 -1.8657 -0.2010 -0.3195 0.0123 -0.0425 -0.468
C -2.3161 -1.3661 -0.0907 0.1649 0.3177 0.0710 -1.140
C -2.1018 -0.0045 0.0394 -0.3037 -0.3997 -0.0198 -0.162
C -0.7290 0.5227 0.1801 0.4446 0.7177 0.3468 0.597
N -0.5720 1.6618 0.9071 -0.0021 0.3874 0.0781 -0.431
N 0.1456 -0.1382 -0.4790 -0.3132 -1.3148 -0.4536 -0.764
O 1.5113 0.2026 -0.5363 -0.0405 0.5458 -0.3058 -0.059
C 2.2627 0.5511 0.4907 0.3345 0.2235 0.5905 0.141
O 1.8996 0.7751 1.6239 0.0565 -0.2293 -0.2135 -0.675
C 3.6903 0.6755 0.0334 0.1546 0.0726 -0.0177 0.604
C 4.0878 1.8803 -0.5265 0.0622 -0.1113 0.0242 -0.498
C 5.3976 2.0594 -0.9420 -0.1189 -0.0587 0.0831 -0.773
C 6.2991 1.0281 -0.7896 0.1463 -0.2062 0.0465 -0.596
C 5.8984 -0.1771 -0.2181 -0.8712 1.0802 -0.1554 0.130
N 6.9168 -1.1917 -0.0912 0.4549 -0.3178 -0.0825 0.953
O 7.8937 -1.0847 -0.8035 0.2608 -0.0674 -0.1501 -0.599
O 6.7569 -2.0819 0.7152 -0.0252 -0.2043 0.2631 -0.579
C 4.5797 -0.3886 0.2052 0.2407 0.0278 -0.0795 0.962
C 4.1023 -1.6721 0.7954 -0.0980 -0.2360 0.1645 -1.534
C -3.1960 0.8653 0.0401 -0.1118 0.0345 -0.0165 -0.643
C -4.4840 0.3802 -0.0832 -0.1720 -0.1126 0.0199 0.784
O -5.6087 1.1448 -0.1077 0.0927 -0.4019 -0.0307 -0.438
C -5.4736 2.5418 -0.0325 0.0342 0.2217 0.0157 -0.919
H -5.8292 -3.1834 -1.3465 -0.0040 0.0175 0.0417 0.373
H -7.3622 -2.8382 -0.5081 0.0849 -0.0452 0.0009 0.231
H -5.9354 -3.3434 0.4302 -0.0002 0.0252 -0.0411 0.366
H -3.7432 -2.9305 -0.2925 -0.0643 -0.0975 -0.0031 0.390
H -1.4704 -2.0326 -0.1014 0.0850 -0.0760 0.0074 0.455
H -1.3434 1.9146 1.5041 0.0365 -0.0945 -0.0425 0.257
H 0.3413 1.8268 1.3144 -0.1466 -0.1356 -0.0723 0.251
H 3.3689 2.6780 -0.6384 -0.0828 0.0770 -0.0215 0.471
H 5.7083 2.9948 -1.3792 0.0462 0.0755 -0.0355 0.396
H 7.3272 1.1319 -1.1023 -0.0114 0.0051 -0.0128 0.486
H 4.4780 -1.7755 1.8131 -0.0483 -0.0634 -0.0031 0.304
H 3.0166 -1.7049 0.8196 -0.0679 -0.0317 -0.0025 0.369
H 4.4716 -2.5278 0.2337 -0.0719 -0.0067 0.0317 0.415
H -3.0253 1.9287 0.0977 -0.0427 0.1139 -0.0019 0.651
H -6.4863 2.9368 -0.0924 0.0917 0.0222 0.0093 0.229
H -5.0216 2.8543 0.9152 0.0025 -0.0185 -0.0419 0.363
H -4.8824 2.9364 -0.8656 -0.0076 -0.0197 0.0390 0.365



16
Properties=species:S:1:pos:R:3:forces:R:3:mulliken_charge:R:1 method="wB97M-V/def2-TZVPD" e_above_lowest_ev=4.450 largest_force_ev_per_a=6.1 total_charge=+1
C 1.8760 0.9120 -0.6904 -5.5130 -2.3810 0.8024 -0.543
C -0.5354 0.6760 -0.3779 -0.0675 0.0024 -0.0593 0.328
C 0.3550 -0.4525 -0.3634 3.3582 1.5700 -0.7820 0.238
C -1.7282 0.5745 0.5203 2.3713 -1.7109 2.0361 -1.467
C 0.2127 -1.9600 -0.0454 -0.2940 2.3181 -0.4708 -0.865
N 0.8186 0.8460 0.3241 -0.2509 0.1158 0.8495 -0.157
H 2.7700 0.5535 -0.4076 2.8847 -1.4134 1.1640 0.369
H 1.8499 1.6021 -1.4876 -0.7088 0.6779 -0.7049 0.268
H -0.6151 1.2363 -1.2907 -0.0730 0.5069 -0.1429 0.438
H -2.2669 1.4274 0.6894 -0.7241 2.7097 0.5125 0.408
H -1.3764 0.1357 1.5191 -0.6839 0.6397 -1.1963 0.296
H -2.4816 -0.0546 0.1625 -0.7854 -1.5354 -0.9723 0.384
H -0.2516 -1.9576 0.9332 0.5021 -0.5269 0.6681 0.300
H 1.1888 -2.4927 -0.1514 -1.3135 0.1532 0.0321 0.315
H -0.6806 -2.2050 -0.6799 1.3956 -0.4742 -0.0392 0.327
H 0.8647 1.1591 1.3457 -0.0978 -0.6520 -1.6969 0.359



94
Properties=species:S:1:pos:R:3:forces:R:3:mulliken_charge:R:1 method="wB97M-V/def2-TZVPD" e_above_lowest_ev=0.816 largest_force_ev_per_a=0.7 total_charge=+2 multiplicity=2 s2=0.7606
Ir -0.1849 0.1925 0.5294 -0.4947 0.4321 0.2863 1.896
N 0.4134 0.3549 2.5440 0.1315 0.0369 -0.0146 -1.057
C -0.5747 0.7156 3.6143 -0.0802 -0.0223 -0.0024 -0.478
C -1.8248 1.3966 3.0693 0.1099 -0.1102 0.0390 -0.492
C -2.5566 0.4372 2.1451 0.1236 0.0499 -0.3491 0.309
O -3.4141 -0.3098 2.5420 -0.1162 0.0270 0.0806 -0.626
O -2.1585 0.4614 0.8724 -0.1963 -0.0716 0.3451 -0.528
H 0.8894 -0.5051 2.8142 -0.0082 -0.0438 0.0101 0.003
H 1.1738 1.0343 2.5379 -0.0312 0.0432 0.0388 0.405
H -0.0692 1.3355 4.3549 -0.0197 0.0241 -0.0050 0.534
H -0.8646 -0.2115 4.1061 0.0132 0.0179 0.0214 0.183
H -1.5814 2.3125 2.5347 -0.0362 0.0416 0.0050 0.124
H -2.4799 1.6417 3.9031 0.0125 -0.0236 0.0254 0.559
C 0.6679 -4.5361 0.1211 0.0135 -0.0333 0.0367 -1.381
N 0.6160 -3.0574 0.0408 -0.1154 0.3332 -0.0376 0.560
P 1.3422 -2.2859 -1.2308 0.2043 -0.4480 -0.4509 1.715
C 0.7803 -3.0515 -2.7477 -0.0305 0.0130 0.1009 1.635
C -0.4993 -3.6300 -2.7711 -0.0277 0.0087 0.0248 -0.407
C -0.9719 -4.2261 -3.9239 0.0093 0.0038 -0.0056 -0.866
C -0.1859 -4.2377 -5.0729 -0.0221 -0.0034 0.0104 -0.778
C 1.0764 -3.6592 -5.0623 0.0126 0.0121 0.0093 -0.746
C 1.5618 -3.0661 -3.9097 0.0368 0.0147 -0.0220 -1.285
C 3.1214 -2.3175 -1.1983 -0.0235 0.0407 0.0513 0.862
C 3.8194 -1.5060 -2.0995 -0.0120 0.0040 -0.0217 -0.928
C 5.1921 -1.6347 -2.2119 -0.0053 -0.0084 -0.0032 -0.826
C 5.8685 -2.5523 -1.4160 -0.0026 0.0113 -0.0102 -0.668
C 5.1821 -3.3170 -0.4828 -0.0095 0.0000 0.0043 -0.896
C 3.8085 -3.1932 -0.3567 0.0182 -0.0045 0.0328 -0.072
P -0.5249 -2.1021 0.9316 0.1996 0.1025 -0.0295 1.825
C -2.1419 -2.8195 0.5507 0.0025 -0.0424 -0.0858 1.552
C -3.1373 -2.1310 -0.1435 -0.0165 0.0043 0.0184 0.169
C -4.3213 -2.7701 -0.4806 -0.0128 -0.0121 0.0037 -1.064
C -4.5306 -4.0927 -0.1219 -0.0113 0.0202 -0.0086 -0.859
C -3.5622 -4.7770 0.6015 0.0249 -0.0016 0.0138 -0.923
C -2.3794 -4.1445 0.9433 -0.0295 -0.0124 -0.0165 -1.074
C -0.2485 -2.6294 2.6377 0.0085 -0.0242 0.0244 0.135
C -1.3373 -2.6715 3.5145 0.0011 0.0215 -0.0059 -1.068
C -1.1446 -3.0437 4.8364 0.0105 0.0031 -0.0162 -0.638
C 0.1255 -3.3765 5.2875 0.0044 -0.0097 0.0123 -0.897
C 1.2091 -3.3375 4.4195 0.0116 0.0011 0.0009 -0.874
C 1.0283 -2.9655 3.0957 -0.0547 0.0270 0.0342 -0.175
H 1.4736 -4.9017 -0.5125 0.0107 -0.0017 0.0080 0.646
H -0.2627 -4.9875 -0.2156 -0.0029 0.0059 -0.0191 0.349
H 0.8671 -4.8337 1.1502 -0.0154 -0.0024 -0.0111 0.369
H -1.1235 -3.6287 -1.8841 0.0129 -0.0172 0.0165 -0.024
H -1.9497 -4.6890 -3.9276 0.0012 -0.0023 0.0012 0.511
H -0.5565 -4.7064 -5.9747 -0.0001 -0.0021 0.0007 0.442
H 1.6915 -3.6825 -5.9514 -0.0003 0.0033 0.0003 0.492
H 2.5561 -2.6436 -3.9117 0.0022 -0.0128 0.0045 0.500
H 3.2895 -0.7806 -2.7071 0.0039 -0.0044 0.0004 0.589
H 5.7373 -1.0182 -2.9137 -0.0010 0.0040 0.0059 0.450
H 6.9418 -2.6524 -1.5070 -0.0008 -0.0044 -0.0049 0.440
H 5.7183 -4.0071 0.1542 -0.0010 0.0018 0.0014 0.470
H 3.2802 -3.7756 0.3858 -0.0010 0.0071 0.0026 0.224
H -3.0191 -1.0795 -0.3543 -0.0213 -0.0477 0.0037 0.155
H -5.0946 -2.2196 -0.9996 -0.0021 0.0002 0.0039 0.529
H -5.4603 -4.5835 -0.3775 0.0001 0.0003 -0.0030 0.471
H -3.7363 -5.7968 0.9172 0.0013 -0.0004 -0.0013 0.471
H -1.6579 -4.6768 1.5489 -0.0037 0.0000 -0.0010 0.550
H -2.3293 -2.4052 3.1698 0.0005 -0.0044 0.0157 0.392
H -1.9892 -3.0781 5.5113 -0.0050 0.0027 -0.0034 0.518
H 0.2710 -3.6729 6.3178 0.0035 0.0011 -0.0007 0.449
H 2.1975 -3.6001 4.7724 -0.0006 -0.0010 -0.0021 0.530
H 1.8758 -2.9202 2.4270 0.0363 0.0158 -0.0261 0.260
Se -0.2805 5.3694 -5.1318 0.0022 -0.0248 0.0332 0.339
N -0.7283 3.6530 -5.0378 0.0166 0.0503 0.0043 -0.846
C -0.5465 3.2809 -3.7978 -0.0179 -0.0529 -0.0025 0.829
C -0.8077 1.9278 -3.3203 0.0154 0.0370 -0.0217 0.665
C -1.3267 0.9242 -4.1387 0.0009 0.0060 -0.0310 -0.940
C -1.5731 -0.3123 -3.5899 0.0084 -0.0125 0.0201 -1.571
C -1.2608 -0.5319 -2.2545 0.1037 0.0391 -0.0581 0.441
N -0.7255 0.4000 -1.4717 -0.1172 -0.1190 -0.0368 0.680
C -0.5399 1.6374 -1.9860 -0.0399 0.0358 0.0618 -0.739
C -0.1018 2.6720 -1.0599 0.0246 -0.0578 -0.0038 0.047
N 0.0251 2.3032 0.2309 0.1483 -0.0600 -0.0056 0.205
C 0.4282 3.2135 1.1099 -0.0573 0.0054 -0.0019 -0.115
C 0.7106 4.5281 0.7586 -0.0097 0.0019 0.0216 -1.334
C 0.5669 4.9166 -0.5529 0.0002 0.0195 -0.0103 -0.658
C 0.1459 3.9720 -1.4890 -0.0233 0.0030 -0.0256 0.541
C -0.0648 4.2866 -2.8972 0.0065 0.0082 0.0542 0.713
N 0.1426 5.4707 -3.4103 -0.0115 -0.0092 -0.0541 -0.846
H -1.5390 1.1447 -5.1766 -0.0061 0.0008 0.0024 0.591
H -1.9963 -1.1196 -4.1709 -0.0012 0.0007 -0.0010 0.689
H -1.4517 -1.4875 -1.7992 0.0079 -0.0052 -0.0165 0.064
H 0.5206 2.9078 2.1411 0.0199 -0.0153 -0.0038 0.567
H 1.0349 5.2213 1.5212 -0.0048 0.0033 -0.0022 0.511
H 0.7676 5.9301 -0.8745 -0.0010 -0.0008 0.0049 0.594
Cl 3.7382 2.1762 1.8395 -0.0372 0.0259 -0.0111 -0.157
C 3.9983 0.8766 0.6310 -0.0500 0.0386 -0.0541 0.262
Cl 5.4927 0.0249 0.9343 -0.0017 -0.0034 0.0306 -0.106
C 2.7600 -0.0186 0.7606 0.2297 0.3085 -0.0298 -0.190
O 1.7947 0.3901 -0.0017 0.4135 -0.3196 -0.0847 -0.729
O 2.7259 -0.9194 1.5694 -0.2415 -0.2329 0.0890 -0.441
H 4.0451 1.3603 -0.3385 0.0125 -0.0342 -0.0046 0.290